A cluster of 9 separate species, C27H54Br6O9 in total at a distorted geometry, computed with wB97M-V/def2-TZVPD.

Last column: Mulliken charge in e.
Element x y z (Å)
C  -3.2600  3.5453  2.3268  -0.73
C  -4.5071  3.4468  3.2169  -0.29
O  -5.7079  3.3074  2.3606  -0.20
C  -6.9110  3.1802  2.9101  0.65
C  -7.9921  3.0287  1.9018  -0.87
O  -7.1729  3.3291  4.0870  -0.59
H  -3.4491  3.1577  1.3257  0.11
H  -2.2882  3.1514  2.6243  0.30
H  -3.1083  4.6233  2.2718  0.35
H  -4.4969  2.5786  3.8759  0.16
H  -4.4904  4.2981  3.8975  0.28
H  -8.4872  2.0579  1.9233  0.26
H  -7.5316  3.1505  0.9214  0.25
H  -8.8436  3.6636  2.1465  0.28
C  -2.0945  -3.5080  -1.6072  -0.77
C  -2.9493  -4.6532  -2.1361  -0.55
O  -2.2299  -5.4994  -2.9638  -0.25
C  -2.6808  -6.5441  -3.6500  0.69
C  -1.6838  -7.0188  -4.7395  -0.92
O  -3.8064  -6.9883  -3.4671  -0.59
H  -1.5477  -3.8429  -0.7257  0.26
H  -2.8875  -2.8143  -1.3281  0.31
H  -1.4053  -3.1018  -2.3477  0.29
H  -3.5723  -5.1798  -1.4132  0.37
H  -3.7396  -4.2641  -2.7781  0.30
H  -1.6400  -6.4143  -5.6455  0.27
H  -2.0497  -7.9960  -5.0545  0.28
H  -0.7580  -6.9824  -4.1653  0.30
C  4.3106  -1.3894  -3.3065  -0.94
C  5.7040  -0.8439  -3.2423  -0.01
O  6.4563  -1.6648  -4.1243  -0.35
C  7.0860  -2.8122  -3.7013  0.71
C  7.7923  -3.5478  -4.8481  -0.96
O  7.1441  -3.2191  -2.5436  -0.55
H  3.4729  -1.0282  -2.7100  0.18
H  4.3477  -2.4323  -2.9917  0.35
H  3.9853  -1.1763  -4.3247  0.23
H  5.7848  0.1881  -3.5835  0.11
H  6.1256  -0.9234  -2.2402  0.32
H  7.7033  -3.0116  -5.7929  0.28
H  7.2064  -4.4653  -4.9033  0.27
H  8.8556  -3.6825  -4.6499  0.30
C  3.4301  -0.5511  5.1431  -0.95
C  2.1923  -0.5302  6.0324  0.92
C  1.2758  0.7024  5.9365  -0.58
O  1.9820  -1.4832  6.8245  -0.60
H  3.8479  0.4143  4.8578  0.33
H  3.1022  -1.0400  4.2257  0.07
H  4.1765  -1.2600  5.5016  0.37
H  0.5114  0.4672  5.1959  -0.25
H  1.8649  1.5923  5.7145  0.41
H  0.7469  0.8302  6.8809  0.33
C  4.5077  2.4863  -2.5954  -1.46
C  3.5908  1.7888  -1.6346  1.02
C  4.1842  1.4438  -0.2730  -0.74
O  2.5348  1.3111  -2.0298  -0.53
H  5.5479  2.3444  -2.3023  0.39
H  4.4484  3.5730  -2.5357  0.38
H  4.4162  2.0404  -3.5858  0.36
H  4.9578  0.7138  -0.5109  0.29
H  3.4081  1.0714  0.3958  -0.05
H  4.4720  2.3797  0.2060  0.38
C  0.3437  1.0538  1.9299  0.36
C  0.9099  -0.2773  1.4691  0.56
C  0.6691  -0.6972  -0.0086  -0.21
O  1.6960  -0.8439  2.1537  -0.60
H  0.0117  1.7498  1.1595  -0.44
H  1.0878  1.5199  2.5758  0.49
H  -0.5006  0.9975  2.6170  -0.35
H  0.3388  0.1298  -0.6371  -0.20
H  0.0461  -1.5915  -0.0172  0.14
H  1.6503  -1.0142  -0.3619  0.13
Br  -1.6815  6.2134  -2.1175  -0.20
C  0.0127  5.3059  -1.5954  -0.55
C  -0.3836  4.2077  -0.6052  0.02
Br  1.3626  3.8586  0.3493  -0.16
H  0.7058  5.9846  -1.0984  0.45
H  0.3853  4.9404  -2.5523  0.35
H  -0.6268  3.2325  -1.0271  -0.16
H  -1.1619  4.4818  0.1070  0.27
Br  -2.2472  0.5243  4.7568  -0.13
C  -2.6270  -1.3910  5.4269  -0.79
C  -1.5089  -2.4089  5.0964  -0.42
Br  -1.4636  -2.6506  3.1409  -0.10
H  -3.5864  -1.7539  5.0580  0.45
H  -2.7862  -1.2365  6.4941  0.41
H  -1.8776  -3.3176  5.5723  0.38
H  -0.5820  -1.9992  5.4979  0.23
Br  -1.8523  0.8204  -2.1183  -0.04
C  -2.8219  1.6928  -3.5922  -0.71
C  -4.2488  2.0453  -3.1464  -0.57
Br  -4.2144  3.3359  -1.6476  -0.13
H  -3.0066  0.9059  -4.3236  0.39
H  -2.2830  2.5428  -4.0106  0.41
H  -4.8663  1.2302  -2.7690  0.35
H  -4.7747  2.4104  -4.0285  0.39

Forces on atoms 1 to 2 (eV/Å):
C -0.59 1.01 -0.55
C 0.15 -1.38 0.43

Calculated values
- HOMO-LUMO gap (eV) = 9.586
- charge = 0
- E_LUMO (eV) = 0.1388
- highest occupied orbital energy (eV) = -9.4
- electronic energy (hartree) = -17182.3512
- strongest force on any atom (eV/A) = 3.42
- SMILES = CCOC(C)=O.CCOC(C)=O.CCOC(C)=O.CC(C)=O.CC(C)=O.CC(C)=O.BrCCBr.BrCCBr.BrCCBr
- 2S+1 = 1
- ΔE to the lowest compared entry with this formula, charge and spin (eV) = 2.738

A structure of composition C44H51AsBaClF4N3O4Si2Te at a distorted geometry, computed with wB97M-V/def2-TZVPD.

Last column: Mulliken charge in e.
Element x y z (Å)
Ba  -0.9135  0.0507  0.5984  0.71
C  -3.5456  0.1592  -2.2397  -1.05
N  -3.4939  -0.7643  -1.1173  1.32
C  -3.3380  -2.1360  -1.5833  -0.29
C  -4.6788  -0.6551  -0.2545  -1.22
C  -4.3788  -1.0639  1.1815  -0.29
N  -3.4747  -0.0954  1.7679  0.53
C  -3.8307  0.7217  2.7467  -0.77
C  -2.8693  1.6916  3.1930  0.35
F  -1.6652  1.7092  2.5383  0.41
C  -3.0677  2.6098  4.1850  -0.11
F  -2.0659  3.4577  4.4948  -0.29
C  -4.2651  2.6902  4.8804  -0.96
C  -5.2272  1.7842  4.4819  0.23
F  -6.4293  1.8044  5.1037  -0.36
C  -5.0459  0.8513  3.4847  0.60
F  -6.1100  0.0447  3.2145  -0.37
H  -4.3999  -0.0438  -2.9095  0.33
H  -2.6247  0.0786  -2.8226  0.09
H  -3.6195  1.1847  -1.8771  0.33
H  -4.1857  -2.4425  -2.2224  0.31
H  -3.2788  -2.8211  -0.7369  -0.07
H  -2.4114  -2.2384  -2.1491  -0.48
H  -5.5100  -1.2468  -0.6787  0.36
H  -4.9959  0.3890  -0.2396  0.39
H  -3.8788  -2.0431  1.1638  -0.27
H  -5.3162  -1.2088  1.7159  0.45
H  -4.4282  3.4066  5.6726  0.49
O  0.1353  -7.6363  2.9346  -0.76
C  0.8829  -6.6371  2.8747  0.65
O  2.0811  -6.4982  3.1968  -0.75
C  0.2076  -5.3599  2.3273  -0.23
C  -1.1122  -5.3721  1.8951  -1.45
C  -1.6630  -4.2161  1.3653  0.11
N  -0.9952  -3.0655  1.2208  0.76
C  0.2631  -3.0486  1.7002  1.59
C  0.8931  -4.1558  2.2457  -0.30
C  0.8928  -1.6748  1.6196  -1.56
O  0.6680  -0.8870  2.5685  -0.41
O  1.3246  -1.3027  0.4880  -0.32
H  -1.6787  -6.2903  1.9725  0.45
H  -2.6891  -4.2190  1.0067  0.33
H  1.9151  -4.1120  2.6041  0.55
Cl  0.7508  2.0312  -2.3288  -0.21
C  -0.6981  2.4348  -1.1774  -0.80
H  -1.5155  2.6114  -1.8965  0.15
H  -0.4202  3.4402  -0.8363  0.00
C  2.7953  7.8525  4.2085  -0.43
C  3.1245  6.5737  4.6426  -0.69
C  2.5551  5.4578  4.0394  -0.06
C  1.6435  5.6054  2.9957  0.27
C  1.3083  6.8910  2.5782  -0.36
C  1.8847  8.0090  3.1715  -0.57
As  0.7938  4.0931  2.0634  0.14
C  2.1602  3.8806  0.6947  0.29
C  2.2943  4.6185  -0.4697  -0.57
C  3.3005  4.2974  -1.3719  -0.59
C  4.1464  3.2243  -1.1160  -0.76
C  4.0043  2.4738  0.0432  -0.62
C  3.0142  2.8046  0.9630  0.47
C  2.7546  2.1173  2.2507  0.85
C  3.4795  1.0478  2.7686  -0.03
C  3.1374  0.5183  4.0034  -0.82
C  2.0625  1.0310  4.7220  -0.61
C  1.3171  2.0804  4.2036  -0.83
C  1.6768  2.6320  2.9802  0.09
H  3.2427  8.7213  4.6783  0.35
H  3.8321  6.4402  5.4529  0.38
H  2.8271  4.4653  4.3799  0.34
H  0.5860  7.0283  1.7805  0.34
H  1.6148  9.0000  2.8262  0.38
H  1.6084  5.4278  -0.6917  0.32
H  3.3994  4.8583  -2.2937  0.36
H  4.9072  2.9537  -1.8387  0.37
H  4.6534  1.6231  0.2207  0.33
H  4.2977  0.6167  2.2043  0.34
H  3.6877  -0.3290  4.3938  0.37
H  1.7804  0.5811  5.6660  0.41
H  0.4575  2.4609  4.7448  0.44
C  -1.3620  1.1615  -5.1994  -0.56
Si  -0.2518  -0.2838  -5.6154  0.16
C  1.5465  0.2252  -5.6571  -0.84
C  -0.7247  -0.8920  -7.3365  -1.13
C  -0.5048  -1.7228  -4.4377  -0.90
Te  0.3908  -1.5529  -2.5041  -0.01
C  0.1558  -3.6363  -2.0599  -0.14
Si  1.7616  -4.5988  -2.1565  0.19
C  3.1323  -3.7163  -1.2457  -0.85
C  2.2191  -4.7568  -3.9772  -0.97
C  1.5098  -6.3118  -1.4389  -0.86
H  -1.2175  1.9663  -5.9307  0.37
H  -1.1343  1.5646  -4.2072  -0.07
H  -2.4175  0.8622  -5.2312  0.26
H  1.7056  1.0074  -6.4091  0.31
H  2.1824  -0.6317  -5.9112  0.29
H  1.8675  0.6126  -4.6857  0.22
H  -0.6047  -0.0885  -8.0740  0.27
H  -1.7692  -1.2244  -7.3680  0.31
H  -0.0952  -1.7348  -7.6464  0.29
H  -0.0434  -2.6044  -4.8983  0.47
H  -1.5739  -1.9394  -4.3234  0.58
H  -0.5698  -4.0023  -2.7953  0.65
H  -0.3090  -3.7114  -1.0742  -0.40
H  3.5272  -2.8861  -1.8383  0.28
H  3.9487  -4.4130  -1.0235  0.41
H  2.7643  -3.2982  -0.3022  0.12
H  2.2417  -3.7654  -4.4467  0.13
H  1.4945  -5.3802  -4.5160  0.28
H  3.2120  -5.2057  -4.0995  0.32
H  1.3112  -6.2633  -0.3620  0.15
H  2.4029  -6.9316  -1.5825  0.32
H  0.6629  -6.8203  -1.9135  0.29

Forces on atoms 1 to 2 (eV/Å):
Ba -0.98 0.66 -0.81
C 0.07 -0.10 -0.01

Calculated values
- HOMO-LUMO gap (eV) = 6.250
- charge = -2
- E_LUMO (eV) = 3.5019
- highest occupied orbital energy (eV) = -2.7
- electronic energy (hartree) = -6140.6234
- strongest force on any atom (eV/A) = 1.43
- 2S+1 = 1
- ΔE to the lowest compared entry with this formula, charge and spin (eV) = 0.506

A structure of composition C21H39Cl5N6OPtSSbSi3 at a distorted geometry, computed with wB97M-V/def2-TZVPD.

Last column: Mulliken charge in e.
Element x y z (Å)
Pt  -2.0037  -1.9387  -0.3319  0.56
N  -1.4178  -1.8866  2.1982  -0.49
N  -1.8152  -0.6208  2.5825  -0.07
C  -1.8515  0.3507  1.6750  0.55
N  -2.4170  1.4841  2.0267  -0.38
S  -1.0701  0.2300  0.1008  -0.53
H  -2.0961  -2.5852  2.4841  0.27
H  -0.5084  -2.1209  2.5833  0.20
H  -2.3830  -0.5369  3.4181  0.23
H  -2.9436  1.5794  2.8850  0.22
H  -2.5066  2.2165  1.3512  0.17
Cl  -3.1524  -4.2536  -0.8047  -0.19
C  -1.4135  -4.5141  -0.8284  1.12
C  -0.7188  -3.3608  -0.5748  -0.81
C  0.6530  -3.4164  -0.4911  -0.27
Cl  1.5452  -1.9798  -0.0286  0.30
C  1.3210  -4.6179  -0.7428  -0.10
Cl  3.0292  -4.6741  -0.6809  -0.17
C  0.5894  -5.7772  -1.0352  0.62
Cl  1.3941  -7.2408  -1.3557  -0.14
C  -0.8092  -5.7360  -1.0581  -0.31
Cl  -1.7540  -7.1156  -1.3626  -0.13
C  -0.0627  4.2953  0.4072  -0.79
Si  1.2813  3.7275  -0.7125  0.25
C  0.7401  3.2691  -2.4141  -0.96
C  2.8561  4.6567  -0.5198  -0.86
Sb  1.9610  1.2858  0.2375  0.44
Si  2.7249  1.4189  2.7574  0.58
C  3.3525  -0.2653  3.1807  -1.01
C  4.0107  2.7427  2.6608  -1.02
C  1.2159  1.9278  3.7106  -0.93
Si  4.0194  0.3559  -1.4041  0.23
C  4.7806  -0.9513  -0.3689  -0.66
C  3.0301  -0.1625  -2.8602  -0.79
C  4.9681  1.9225  -1.5350  -1.04
H  -0.2529  5.3632  0.2617  0.44
H  0.2070  4.1487  1.4545  0.30
H  -0.9776  3.7677  0.1950  0.12
H  0.2431  4.1138  -2.9014  0.43
H  0.0322  2.4395  -2.3797  0.31
H  1.5877  2.9840  -3.0401  0.28
H  2.6888  5.6884  -0.8493  0.44
H  3.6663  4.2482  -1.1197  0.28
H  3.1739  4.6928  0.5237  0.24
H  4.4154  -0.3559  2.9459  0.35
H  2.8219  -1.0543  2.6440  0.26
H  3.2401  -0.4473  4.2532  0.43
H  4.6682  2.6417  1.7932  0.31
H  4.6417  2.6804  3.5535  0.42
H  3.5576  3.7351  2.6383  0.32
H  0.8011  1.0816  4.2626  0.37
H  0.4430  2.3273  3.0566  0.14
H  1.4729  2.7018  4.4386  0.43
H  4.0732  -1.7373  -0.1165  0.19
H  5.2067  -0.5364  0.5465  0.27
H  5.6004  -1.4147  -0.9305  0.43
H  2.2744  -0.8942  -2.5740  0.20
H  3.6821  -0.6350  -3.6035  0.43
H  2.5490  0.6910  -3.3398  0.29
H  5.0501  2.4537  -0.5845  0.34
H  4.5461  2.5895  -2.2869  0.33
H  5.9882  1.6712  -1.8484  0.47
C  -6.9655  -1.3986  0.7751  -0.90
N  -6.1578  -1.2611  -0.4486  0.09
C  -6.7327  -1.2575  -1.6853  -0.06
C  -5.9981  -1.2200  -2.8145  -1.02
C  -4.5815  -1.2308  -2.6690  0.89
N  -4.0263  -1.2115  -1.4557  -0.29
C  -4.7952  -1.2076  -0.3453  0.33
O  -4.2194  -1.1652  0.7610  -0.71
N  -3.7731  -1.2544  -3.7278  -0.36
H  -8.0100  -1.4754  0.4893  0.33
H  -6.8196  -0.5328  1.4149  0.30
H  -6.6641  -2.2928  1.3141  0.32
H  -7.8134  -1.2848  -1.7031  0.38
H  -6.4684  -1.2014  -3.7860  0.40
H  -4.1451  -1.3088  -4.6607  0.23
H  -2.7799  -1.3503  -3.6014  0.15

Forces on atoms 1 to 2 (eV/Å):
Pt -1.16 -0.30 -0.83
N 0.32 -0.70 0.56

Calculated values
- HOMO-LUMO gap (eV) = 4.771
- charge = +3
- E_LUMO (eV) = -10.5111
- highest occupied orbital energy (eV) = -15.3
- electronic energy (hartree) = -5153.7276
- strongest force on any atom (eV/A) = 1.45
- 2S+1 = 1
- ΔE to the lowest compared entry with this formula, charge and spin (eV) = 2.494

Q: Which of these has the lowest highest occupied orbital energy?
A: C21H39Cl5N6OPtSSbSi3

Q: Look up the strongest force on any atom of the first one.
A: 3.42 eV/A

Q: Which of these has the highest strongest force on any atom?
A: C27H54Br6O9